# 1
Molecular formula: C2H4N4O
Method: DFT, ωB97M-V/def2-TZVPD

Bonds (Å) are listed after each position.
Positions of all 11 atoms, in Å:
1 H -0.71 -1.76 1.09  N2 1.077
2 N -1.33 -0.90 1.30  H1 1.077, C3 1.287
3 C -0.77 -0.27 0.33  N2 1.287, C4 1.425, N7 1.502
4 C -0.97 1.12 0.12  C3 1.425, N5 1.205, H9 1.053
5 N -0.13 1.54 -0.64  C4 1.205, N6 1.358
6 N 0.86 0.66 -0.91  N5 1.358, N7 1.442, H10 1.066
7 N 0.41 -0.66 -0.52  C3 1.502, N6 1.442, O8 1.434
8 O 1.44 -1.22 0.30  N7 1.434, H11 0.978
9 H -1.72 1.80 0.40  C4 1.053
10 H 0.97 0.55 -1.96  N6 1.066
11 H 1.70 -0.43 0.81  O8 0.978

Values from the calculation:
* spin multiplicity: 1
* strongest force on any atom: 6.85 eV/Å
* E: -372.7119 Ha
* orbital gap: 0.365 hartree
* net charge: 0
* SMILES: [H]/N=c1/cn[nH]n1O

---

# 2
Molecular formula: C2H4N4O2
Method: DFT, ωB97M-V/def2-TZVPD

Bonds (Å) are listed after each position.
Positions of all 12 atoms, in Å:
1 H 1.71 2.04 0.54  N2 1.041
2 N 1.85 1.18 -0.04  H1 1.041, C3 1.161
3 C 0.79 0.76 -0.25  N2 1.161, N4 1.464, N8 1.451
4 N -0.58 1.22 -0.03  C3 1.464, C5 1.334
5 C -1.27 0.09 -0.15  N4 1.334, O6 1.400, N7 1.354
6 O -2.56 0.14 0.40  C5 1.400, H10 0.960
7 N -0.56 -1.06 -0.28  C5 1.354, N8 1.394, H11 1.215
8 N 0.76 -0.67 -0.52  C3 1.451, N7 1.394, O9 1.504
9 O 1.64 -1.27 0.54  N8 1.504, H12 1.204
10 H -2.86 -0.77 0.36  O6 0.960
11 H -0.58 -1.56 -1.39  N7 1.215
12 H 1.70 -0.46 1.43  O9 1.204

Values from the calculation:
* spin multiplicity: 1
* strongest force on any atom: 9.98 eV/Å
* E: -447.9163 Ha
* orbital gap: 0.367 hartree
* net charge: 0
* SMILES: [H]/N=c1\nc(O)[nH]n1O

---

# 3
Molecular formula: C2H4N4O2
Method: DFT, ωB97M-V/def2-TZVPD

Bonds (Å) are listed after each position.
Positions of all 12 atoms, in Å:
1 H 0.60 2.25 0.10  N2 1.049
2 N -0.22 1.60 0.12  H1 1.049, C3 1.318
3 C 0.07 0.34 -0.15  N2 1.318, C4 1.459, N8 1.396
4 C -0.96 -0.68 -0.05  C3 1.459, N5 1.372, N6 1.308
5 N -2.25 -0.24 -0.16  C4 1.372, H10 1.260, H11 1.206
6 N -0.37 -1.85 0.06  C4 1.308, O7 1.419
7 O 1.03 -1.62 0.07  N6 1.419, N8 1.412
8 N 1.29 -0.30 -0.37  C3 1.396, O7 1.412, O9 1.355
9 O 2.46 0.14 0.16  N8 1.355, H12 0.931
10 H -2.83 -0.39 0.95  N5 1.260
11 H -2.00 0.92 -0.37  N5 1.206
12 H 3.18 -0.15 -0.36  O9 0.931

Values from the calculation:
* spin multiplicity: 1
* strongest force on any atom: 5.21 eV/Å
* E: -447.8914 Ha
* orbital gap: 0.335 hartree
* net charge: 0
* SMILES: [H]/N=c1/c(N)non1O

---

- Look up the orbital gap of the third one.
  0.335 hartree

---

- strongest force on any atom of number 1 (C2H4N4O)?
  6.85 eV/Å

---

- Which formula does entry 1 have?
  C2H4N4O